C6H10BrN3O2Si | wB97M-V/def2-TZVPD

Positions of all 23 atoms, in Å:
C -3.158907 -1.245715 1.888308
C -4.832525 -0.728969 0.233525
C -5.299713 -1.406765 -0.787819
C 1.216295 -0.429398 -1.942727
C 1.092894 -0.551218 1.258814
C -0.802331 1.424973 -0.333032
N -4.325042 -0.894450 1.458709
N -2.028216 -1.386619 1.204781
N -1.937918 -1.882046 0.056099
O -5.729020 -1.912868 -1.741538
O -0.927149 -1.470209 -0.678139
Si 0.176652 -0.208306 -0.374451
Br -5.722630 1.066179 -0.025412
H -3.042122 -1.236973 2.965478
H 1.998724 -1.170636 -1.805409
H 0.590535 -0.759146 -2.767232
H 1.688167 0.502519 -2.238887
H 1.958502 0.096457 1.368265
H 0.448816 -0.394897 2.119204
H 1.445859 -1.577968 1.292133
H -1.731005 1.323948 0.224203
H -0.230337 2.225610 0.126735
H -1.056382 1.744306 -1.340608

Forces on atoms 1 to 2 (eV/Å):
-2.442 0.097 0.275
-0.388 1.612 -0.873

The relative energy (zero: lowest compared OMol25 entry of this formula, charge and spin) comes out at 0.5750 eV. The value obtained for the gap between HOMO and LUMO (spin up / spin down) is 7.55 / 7.54 eV. The calculation puts the HOMO energy (spin up / spin down) at -0.304 / -0.304 Ha. The total energy is -3412.7837 Ha. The value obtained for the LUMO energy (spin up / spin down) is -0.72 / -0.72 eV.

C6H10BrN3O5 | wB97M-V/def2-TZVPD

Positions of all 25 atoms, in Å:
C 0.128545 -0.139490 1.068861
C 0.026843 -1.173144 0.051027
N -1.272765 -1.902104 -0.009656
O -1.825997 -1.859060 1.060204
O -1.637023 -2.460705 -1.018228
N 0.914208 -1.612009 -0.771278
O 0.906571 -2.372098 -1.664590
O 2.313050 -0.816524 -0.501167
C 3.453692 -1.469580 -0.193850
O 3.640545 -2.631011 0.043449
C 4.552643 -0.425336 0.089149
Br 3.857168 1.241778 0.613216
H -0.115986 -0.566869 1.997948
H -0.512238 0.701804 0.875634
H 1.118370 0.091016 1.011983
H 5.044796 -0.196008 -0.808858
H 5.260186 -0.822467 0.805791
H -1.429857 1.038208 -1.104280
N -2.045757 0.812925 -0.332130
C -3.011855 1.512794 0.026355
C -3.776120 2.742938 -0.399296
H -3.455190 1.159932 0.887915
H -4.045942 3.372238 0.490110
H -4.709334 2.413324 -0.965530
H -3.378557 3.359445 -1.252772

Forces on atoms 1 to 2 (eV/Å):
-0.475 -0.513 -0.362
-1.085 -0.542 -0.527

The relative energy (zero: lowest compared OMol25 entry of this formula, charge and spin) comes out at 0.2065 eV. As for the structure (SMILES): C/C([N+](=O)[O-])=[N+](/[O-])OC(=O)CBr.[H]/N=C\C. The value obtained for the gap between HOMO and LUMO is 9.56 eV. The calculation puts the HOMO energy at -0.367 Ha. The total energy is -3348.8131 Ha. The value obtained for the LUMO energy is -0.41 eV.

C6H10BrNO2 | wB97M-V/def2-TZVPD

Positions of all 20 atoms, in Å:
C 0.908237 -0.366704 0.433844
C 0.456848 0.637759 -0.582413
C 0.112643 -1.622180 0.332622
C -0.802861 1.431794 -0.219359
C -1.323505 -1.401215 0.687295
C -2.069147 0.866981 -0.768319
N -2.218723 -1.927426 -0.114535
O -3.446810 -1.758080 0.100273
O -1.943291 -2.593600 -1.104064
Br -3.558918 0.827763 0.212180
H 1.962108 -0.380411 0.259034
H 0.708534 -0.088057 1.441816
H 1.220593 1.383989 -0.747823
H 0.276282 0.167126 -1.508455
H 0.150181 -2.100702 -0.610825
H 0.260231 -2.432123 1.140131
H -0.836581 1.689727 0.874051
H -0.542362 2.409552 -0.748488
H -1.690480 -1.301943 1.679993
H -2.116475 0.617391 -1.849081

Forces on atoms 1 to 2 (eV/Å):
-0.173 0.015 -0.050
-0.641 1.066 1.092

The relative energy (zero: lowest compared OMol25 entry of this formula, charge and spin) comes out at 6.9025 eV. The value obtained for the gap between HOMO and LUMO (spin up / spin down) is 6.07 / 8.29 eV. The calculation puts the HOMO energy (spin up / spin down) at -0.287 / -0.326 Ha. The total energy is -3013.6131 Ha. The value obtained for the LUMO energy (spin up / spin down) is -1.75 / -0.58 eV.

C6H10BrNO3 | wB97M-V/def2-TZVPD

Positions of all 21 atoms, in Å:
C -0.828420 0.624860 1.813801
O -0.544208 0.802707 0.402309
C 0.506832 0.119281 -0.138853
O 0.449124 -1.269381 -0.003059
C -0.826369 -1.676611 -0.483030
C 0.914623 0.644093 -1.482840
N 1.893969 1.703176 -1.217181
C 2.465769 1.770969 0.003402
O 3.277112 2.637829 0.178064
C 2.079580 0.498371 0.767589
Br 3.321070 -0.977591 0.387390
H -0.057438 0.421541 2.541331
H -1.612174 -0.129903 2.048804
H -1.420450 1.441963 2.149922
H -0.842331 -1.420328 -1.640344
H -1.755065 -1.300543 -0.035149
H -1.033544 -2.752407 -0.604452
H 1.226010 -0.253024 -2.139170
H -0.041336 0.980895 -1.909736
H 2.143110 2.272885 -1.969676
H 2.015791 0.617870 1.781969

Forces on atoms 1 to 2 (eV/Å):
-1.769 -1.011 -0.037
-0.074 0.171 1.144

The relative energy (zero: lowest compared OMol25 entry of this formula, charge and spin) comes out at 1.8603 eV. As for the structure (SMILES): COC1(OC)CNC(=O)[C@@H]1Br. The value obtained for the gap between HOMO and LUMO is 9.92 eV. The calculation puts the HOMO energy at -0.342 Ha. The total energy is -3089.0305 Ha. The value obtained for the LUMO energy is 0.62 eV.

C6H10Cl2N3O | wB97M-V/def2-TZVPD

Positions of all 22 atoms, in Å:
C 1.907349 1.396242 1.675239
C 2.259993 0.510333 0.394700
C 1.380437 -0.679749 0.323994
O 0.029908 -0.239395 0.232586
C -0.960348 -0.975515 -0.255532
Cl -0.803599 -2.766852 0.306413
N -1.043033 -0.963159 -1.661241
C -1.665671 0.050080 -2.286238
N -2.576066 0.759403 -1.662553
C -2.730667 0.525236 -0.333544
Cl -3.750814 1.502767 0.647587
N -2.207711 -0.464615 0.310304
H 0.937393 1.101577 1.914113
H 2.499034 1.147352 2.610385
H 2.209164 2.443828 1.483373
H 3.321271 0.056622 0.423272
H 2.352911 1.321406 -0.451878
H 1.554077 -1.415957 -0.523960
H 1.522327 -1.294062 1.277374
H -0.247988 -1.352658 -2.209761
H -1.576320 0.287159 -3.364747
H -2.411648 -0.950034 1.150106

Forces on atoms 1 to 2 (eV/Å):
3.480 -0.907 -0.033
2.996 2.167 0.066

The relative energy (zero: lowest compared OMol25 entry of this formula, charge and spin) comes out at 0.0000 eV. As for the structure (SMILES): CCCO[C@]1(Cl)NC=NC(Cl)=[NH+]1. The value obtained for the gap between HOMO and LUMO is 9.37 eV. Its total charge is +1. The calculation puts the HOMO energy at -0.536 Ha. The total energy is -1394.2199 Ha. The value obtained for the LUMO energy is -5.23 eV.

C6H10ClN | wB97M-V/def2-TZVPD

Positions of all 18 atoms, in Å:
C -1.518324 0.412296 -0.810642
C -1.358508 -0.849585 -0.452336
C -0.042861 -1.532847 -0.410887
C 0.726919 -1.556584 0.908007
C 1.185907 -0.756939 -0.230641
C 2.059815 0.091822 -0.706856
H -2.485846 0.884241 -0.816432
H -0.683395 1.015389 -1.130220
H -2.205469 -1.452599 -0.150574
H 0.006039 -2.437124 -1.012343
H 0.289938 -1.050779 1.757139
H 1.271685 -2.451204 1.176145
H 2.891109 0.444279 -0.117504
H 1.989935 0.472451 -1.715057
N -0.042710 2.490887 1.761675
Cl 1.658686 2.611518 2.142470
H -0.270811 3.305062 1.191198
H -0.143962 1.665950 1.170092

Forces on atoms 1 to 2 (eV/Å):
-0.163 0.120 -0.031
0.144 -0.057 0.045

The relative energy (zero: lowest compared OMol25 entry of this formula, charge and spin) comes out at 3.2889 eV. As for the structure (SMILES): C=C[C@@H]1CC1=C.NCl. The value obtained for the gap between HOMO and LUMO is 10.45 eV. The calculation puts the HOMO energy at -0.354 Ha. The total energy is -749.4356 Ha. The value obtained for the LUMO energy is 0.81 eV.

C6H10ClN | wB97M-V/def2-TZVPD

Positions of all 18 atoms, in Å:
N 1.188588 1.601388 -1.159732
C 0.436801 0.716033 -0.373890
C -0.964977 0.312291 -0.746024
C -1.197979 -0.894051 0.215546
Cl -2.630368 -0.670731 1.288232
C 0.010234 -0.935758 0.984836
C 0.200058 0.622793 1.261872
C 0.988384 -0.732920 -0.214119
H 2.214666 1.413540 -0.988732
H 1.295665 0.860929 -2.135425
H -1.843110 1.064913 -0.508559
H -1.200419 0.072419 -1.826060
H -1.494720 -1.877691 -0.149576
H -0.089617 -1.575678 1.864594
H 1.023664 0.866819 1.853178
H -0.654785 1.297051 1.563981
H 0.748333 -1.414522 -1.150015
H 1.969579 -0.726825 0.219893

Forces on atoms 1 to 2 (eV/Å):
2.355 -2.489 -4.424
-0.508 -3.304 3.128

The relative energy (zero: lowest compared OMol25 entry of this formula, charge and spin) comes out at 2.6194 eV. As for the structure (SMILES): N[C@]12C[C@H](Cl)[C@H](C1)C2. The value obtained for the gap between HOMO and LUMO is 10.50 eV. The calculation puts the HOMO energy at -0.358 Ha. The total energy is -749.4602 Ha. The value obtained for the LUMO energy is 0.75 eV.

C6H10ClN3 | wB97M-V/def2-TZVPD

Positions of all 20 atoms, in Å:
C -1.854522 0.670392 0.095565
C -0.169819 -0.943512 -1.772094
C -0.803513 1.701357 -0.492766
C -1.292047 -1.509134 -0.890109
C 0.587993 1.279499 -0.536570
C 1.741807 -0.213181 1.109453
N -1.885560 -0.584363 0.056240
N 0.394347 -1.138381 -2.842694
N 1.179711 1.178209 0.772751
Cl 1.662073 1.749770 -1.780513
H -2.616837 1.128455 0.725831
H -1.236868 1.986464 -1.465756
H -1.010925 2.721183 0.103132
H -2.082736 -1.718315 -1.663980
H -0.718241 -2.371198 -0.342123
H 1.158905 -0.853276 1.695913
H 1.974116 -0.793547 0.185695
H 2.735780 0.036527 1.705896
H 1.263339 -0.611088 -3.227690
H 0.447733 1.407054 1.380816

Forces on atoms 1 to 2 (eV/Å):
1.818 0.573 0.068
1.230 1.804 0.788

The relative energy (zero: lowest compared OMol25 entry of this formula, charge and spin) comes out at 4.9820 eV. The value obtained for the gap between HOMO and LUMO (spin up / spin down) is 7.37 / 7.68 eV. The calculation puts the HOMO energy (spin up / spin down) at -0.255 / -0.262 Ha. The total energy is -858.8839 Ha. The value obtained for the LUMO energy (spin up / spin down) is 0.44 / 0.55 eV.